Version i
54
Properties=species:S:1:pos:R:3:nbo_charge:R:1 method="wB97M-V/def2-TZVPD" multiplicity=1 smiles=CO.CO.CO.CO.CO.CO.CO.CO.CO
C 4.2804 0.1712 0.5531 -0.246
O 3.1669 0.9927 0.8034 -0.752
H 4.2023 -0.8042 1.0483 0.167
H 4.4434 0.0067 -0.5200 0.145
H 5.1683 0.6656 0.9460 0.175
H 2.3646 0.4874 0.6034 0.495
C -0.6722 3.9210 2.5975 -0.252
O -1.7769 4.2811 1.7633 -0.731
H -0.4507 4.7153 3.3114 0.167
H -0.9326 2.9928 3.1002 0.182
H 0.2183 3.7148 1.9948 0.169
H -1.6002 5.1442 1.3806 0.465
C 2.6463 -0.5945 -3.3503 -0.251
O 2.6563 -0.1185 -4.6801 -0.716
H 1.7562 -0.3393 -2.7703 0.166
H 2.8108 -1.6795 -3.2974 0.149
H 3.5069 -0.1480 -2.8516 0.189
H 1.8383 -0.3763 -5.1131 0.462
C -0.7385 1.1537 -2.8651 -0.261
O -1.4493 2.3787 -2.6492 -0.733
H 0.0084 1.0056 -2.0820 0.173
H -1.4338 0.3205 -2.8993 0.192
H -0.1975 1.2138 -3.8178 0.159
H -0.8119 3.0215 -2.3299 0.468
C 3.3603 -3.1973 -0.6768 -0.247
O 4.1924 -3.6261 0.3877 -0.722
H 3.9340 -3.0633 -1.5918 0.177
H 2.5730 -3.9268 -0.9041 0.153
H 2.8422 -2.2669 -0.4240 0.170
H 3.6894 -4.2175 0.9517 0.468
C -2.8246 1.1646 5.0655 -0.249
O -2.7822 0.5900 3.7694 -0.723
H -2.4531 2.1937 5.0768 0.163
H -3.8444 1.1688 5.4670 0.161
H -2.2072 0.5828 5.7468 0.182
H -3.1383 1.2533 3.1708 0.467
C -4.3415 -0.2859 -0.4118 -0.247
O -3.8637 -0.2527 -1.7534 -0.733
H -5.2901 0.2457 -0.3006 0.167
H -4.5335 -1.3277 -0.1567 0.178
H -3.6082 0.1116 0.2947 0.162
H -3.9177 0.6520 -2.0761 0.475
C -1.1217 -3.2722 -0.3722 -0.252
O 0.0069 -2.6252 -0.9547 -0.750
H -1.9847 -3.2781 -1.0413 0.178
H -0.8930 -4.3040 -0.0876 0.169
H -1.3787 -2.7311 0.5353 0.193
H 0.2811 -3.1012 -1.7427 0.481
C -0.4894 0.5051 0.6697 -0.261
O 0.6622 -0.2562 0.3342 -0.781
H -1.2649 0.4283 -0.0923 0.175
H -0.8872 0.2016 1.6451 0.178
H -0.1337 1.5278 0.7996 0.180
H 0.4123 -1.0195 -0.2038 0.505

***

Version ii
54
Properties=species:S:1:pos:R:3:nbo_charge:R:1 method="wB97M-V/def2-TZVPD" multiplicity=1 smiles=CO.CO.CO.CO.CO.CO.CO.CO.CO
C -4.9416 0.3479 0.8939 -0.251
O -4.9397 -0.4920 -0.2520 -0.743
H -5.8112 0.1601 1.5228 0.175
H -4.0197 0.1601 1.4344 0.203
H -4.9347 1.4176 0.6157 0.165
H -5.6822 -0.2541 -0.8193 0.474
C -0.5494 -2.4649 -3.8991 -0.247
O -0.2488 -1.5314 -2.8359 -0.780
H -1.0002 -1.9627 -4.7624 0.168
H 0.3729 -2.9561 -4.1816 0.180
H -1.2636 -3.2302 -3.5634 0.176
H -1.0670 -1.0356 -2.6433 0.510
C -3.2593 0.4189 -3.1102 -0.261
O -2.9231 -0.6864 -2.2310 -0.781
H -4.2975 0.3742 -3.4839 0.168
H -3.1299 1.4146 -2.6374 0.169
H -2.6072 0.3869 -3.9861 0.183
H -3.5468 -0.6998 -1.4680 0.515
C 2.9251 0.2486 4.4758 -0.245
O 2.5410 -0.8504 3.7076 -0.744
H 3.6149 0.9062 3.9336 0.154
H 2.0547 0.8612 4.7825 0.156
H 3.4014 -0.1210 5.3791 0.176
H 2.4533 -0.5551 2.7765 0.490
C -0.8150 0.8628 0.4579 -0.248
O 0.0515 1.2247 1.4970 -0.761
H -1.4912 1.7056 0.3124 0.173
H -0.2415 0.7584 -0.4657 0.164
H -1.3880 -0.0224 0.7143 0.172
H 0.7938 0.5872 1.4836 0.498
C 3.6049 0.4908 0.5105 -0.253
O 2.4614 -0.2813 0.8586 -0.803
H 3.5068 0.9076 -0.4912 0.170
H 3.6768 1.3182 1.2159 0.182
H 4.5155 -0.1065 0.6016 0.173
H 2.3227 -0.9258 0.0942 0.523
C -0.8353 -1.0663 4.0057 -0.253
O -1.3748 0.2320 3.8066 -0.755
H -0.7746 -1.6327 3.0635 0.150
H 0.1622 -1.0352 4.4538 0.182
H -1.5103 -1.5974 4.6740 0.172
H -0.7603 0.7231 3.2285 0.488
C 3.1788 -2.3116 -2.1686 -0.255
O 2.0462 -2.0781 -1.2795 -0.778
H 2.8775 -2.8828 -3.0553 0.174
H 3.6864 -1.3864 -2.4430 0.170
H 3.8883 -2.9606 -1.6441 0.188
H 1.2860 -1.7256 -1.8122 0.517
C 1.4200 3.3887 -0.9036 -0.244
O 1.5518 4.4182 -1.8650 -0.720
H 0.3696 3.2626 -0.6186 0.165
H 1.7755 2.4452 -1.3400 0.151
H 1.9804 3.5867 0.0004 0.188
H 0.8936 4.2445 -2.5401 0.461

***

Version iii
54
Properties=species:S:1:pos:R:3:nbo_charge:R:1 method="wB97M-V/def2-TZVPD" multiplicity=1 smiles=CO.CO.CO.CO.CO.CO.CO.CO.CO
C 3.2898 -1.9729 -1.0553 -0.255
O 3.8320 -0.9609 -1.8780 -0.744
H 4.0612 -2.4038 -0.4061 0.151
H 2.4909 -1.5943 -0.4247 0.189
H 2.8915 -2.8445 -1.5809 0.187
H 4.3588 -1.3346 -2.5867 0.484
C 3.8218 -1.1040 2.9143 -0.249
O 2.8238 -0.2649 2.3337 -0.754
H 4.8052 -0.7052 2.6481 0.175
H 3.7345 -1.1501 4.0030 0.171
H 3.7456 -2.1106 2.5088 0.188
H 3.0871 0.6498 2.4588 0.485
C -3.3507 2.6218 -2.0700 -0.254
O -3.0552 1.7449 -1.0043 -0.736
H -4.2570 3.2146 -1.9102 0.168
H -2.5308 3.2765 -2.3674 0.174
H -3.6096 2.0407 -2.9572 0.189
H -2.8571 2.2909 -0.2328 0.478
C -5.8373 -0.1845 -0.0195 -0.246
O -4.5188 -0.1334 0.5299 -0.754
H -6.0828 0.8121 -0.3968 0.159
H -5.8510 -0.9059 -0.8426 0.161
H -6.5725 -0.4935 0.7195 0.178
H -4.0309 0.5201 0.0053 0.486
C 1.9198 1.6823 -1.0639 -0.252
O 3.3247 1.6490 -1.1636 -0.752
H 1.5029 2.6300 -1.3881 0.169
H 1.4601 0.8622 -1.6365 0.172
H 1.6376 1.3775 -0.0460 0.152
H 3.6185 0.7213 -1.1059 0.494
C -1.5202 -2.0725 -1.5667 -0.266
O -0.1181 -1.8763 -1.4137 -0.767
H -1.6707 -2.7230 -2.4260 0.189
H -1.9250 -2.6515 -0.7201 0.168
H -2.0966 -1.1436 -1.5467 0.176
H 0.0425 -1.4521 -0.5428 0.505
C 0.7700 -4.4491 0.8460 -0.247
O 0.3923 -4.4463 -0.5213 -0.763
H 0.7784 -3.4159 1.2074 0.160
H 0.1157 -5.0937 1.4360 0.168
H 1.7886 -4.8393 0.9707 0.154
H 0.2349 -3.5133 -0.7945 0.494
C 0.2775 4.5431 0.7524 -0.250
O -0.5620 5.5291 1.3273 -0.720
H 0.1992 4.5458 -0.3403 0.161
H 1.3446 4.7118 0.9390 0.166
H 0.0261 3.5597 1.1401 0.177
H -0.4860 6.3209 0.7895 0.466
C -0.5718 0.2978 1.4227 -0.251
O 0.4274 -0.6279 0.9873 -0.785
H -1.2502 -0.0525 2.1991 0.183
H -0.0303 1.1977 1.7119 0.165
H -1.1644 0.4709 0.5253 0.188
H 1.1458 -0.7504 1.6326 0.514

***

version ii is favored, and the nearest alternative lies 19.3 kcal/mol above it.

***

Version i
7
Properties=species:S:1:pos:R:3:nbo_charge:R:1 method="wB97M-V/def2-TZVPD" multiplicity=1
C 2.0607 -0.0866 0.1332 0.433
C 0.5487 -0.0161 -1.2422 0.508
O 1.9525 0.3536 1.2289 -0.463
F -0.4898 -0.7794 -0.6225 -0.374
F 0.1290 1.2066 -1.5081 -0.311
Cl 3.3085 -0.6581 -0.7828 0.070
H 0.7757 -0.5829 -2.1145 0.136

***

Version ii
7
Properties=species:S:1:pos:R:3:nbo_charge:R:1 method="wB97M-V/def2-TZVPD" multiplicity=1
C -0.6371 3.8075 -0.2043 0.341
C 0.8305 0.5533 -0.9381 0.601
O 0.2925 3.0993 -0.4717 -0.530
F -0.1979 0.5248 -0.0895 -0.280
F 1.9295 -0.1255 -0.3756 -0.323
Cl -2.2184 3.4102 0.2372 0.022
H 1.0290 1.4807 -1.3510 0.169

***

version i is favored, and the nearest alternative lies 105.8 kcal/mol above it.